(1)
This record from OMol25 describes an isolated molecule of C20H28N2O3 at a distorted geometry. The level of theory is wB97M-V/def2-TZVPD.

Atoms and positions in Å:
C 3.637 -1.245 -1.494
C 2.319 -1.062 -2.174
C 2.174 -0.729 -3.463
C 3.213 -0.510 -4.434
C 3.086 -0.110 -5.745
C 4.392 -0.052 -6.275
C 5.222 -0.420 -5.260
O 4.522 -0.698 -4.148
C 1.110 -1.292 -1.304
N 1.187 -0.447 -0.126
C 0.965 0.962 -0.392
C -0.527 1.311 -0.469
N -1.266 0.927 0.728
C -1.075 1.840 1.851
C -2.083 1.581 2.921
C -3.443 1.664 2.932
C -3.853 1.272 4.231
C -2.718 0.977 4.924
C -2.499 0.522 6.322
O -1.638 1.160 4.130
C -1.052 -0.482 1.078
C -1.941 -1.391 0.218
C -3.427 -1.074 0.420
O -3.798 0.155 -0.145
C 0.444 -0.871 1.043
H 4.339 -0.469 -1.785
H 3.496 -1.219 -0.417
H 4.075 -2.204 -1.773
H 1.180 -0.605 -3.873
H 2.172 0.114 -6.256
H 4.675 0.223 -7.270
H 6.288 -0.520 -5.205
H 0.197 -1.141 -1.900
H 1.120 -2.332 -0.962
H 1.463 1.223 -1.328
H 1.436 1.531 0.417
H -0.657 2.383 -0.628
H -0.980 0.792 -1.318
H -1.208 2.856 1.466
H -0.075 1.770 2.305
H -4.075 1.961 2.121
H -4.858 1.219 4.597
H -1.983 -0.437 6.336
H -3.456 0.419 6.826
H -1.886 1.240 6.865
H -1.391 -0.605 2.114
H -1.710 -1.281 -0.841
H -1.757 -2.429 0.502
H -4.042 -1.834 -0.070
H -3.657 -1.085 1.498
H -3.131 0.799 0.152
H 0.542 -1.953 1.154
H 0.934 -0.403 1.906

Frontier orbital gap in eV: 8.60
Electronic energy in eV: -30315.26647
SMILES: C/C(=C\c1ccco1)CN1CCN(Cc2ccc(C)o2)[C@@H](CCO)C1
Strongest force on any atom in eV/A: 1.2
Total charge: 0
Relative energy (zero: lowest compared OMol25 entry of this formula, charge and spin) in kJ/mol: 371.4


(2)
This record from OMol25 describes the ion C3H9N5 with charge +2 at a distorted geometry. The level of theory is wB97M-V/def2-TZVPD.

Atoms and positions in Å:
N 1.916 0.615 -0.348
N 1.268 -0.613 -0.293
C -0.173 -0.626 -0.796
C -1.094 0.099 0.160
N -2.147 0.754 -0.271
N -0.741 0.065 1.453
C 0.364 -0.647 1.906
N 1.403 -1.030 1.040
H 2.745 0.436 -0.893
H 2.189 1.073 0.505
H 1.741 -1.484 -0.731
H -0.687 -1.621 -1.032
H -0.068 -0.309 -1.876
H -2.551 0.795 -1.198
H -2.853 1.196 0.320
H -1.360 0.497 2.199
H 0.425 -0.767 2.892

Frontier orbital gap in eV: 9.60
Electronic energy in eV: -10686.51828
SMILES: N[N@@H+]1CC(=[NH2+])NC=N1
Strongest force on any atom in eV/A: 9.3
Total charge: +2
Relative energy (zero: lowest compared OMol25 entry of this formula, charge and spin) in kJ/mol: 335.4


(3)
This record from OMol25 describes an isolated molecule of C5H4N2 at a distorted geometry. The level of theory is wB97M-V/def2-TZVPD.

Atoms and positions in Å:
C 2.887 0.506 0.053
C 1.687 0.279 0.270
C 0.310 0.040 0.274
C -0.406 -1.097 -0.050
C -1.737 -0.663 -0.086
N -1.841 0.641 0.180
N -0.600 1.046 0.383
H 2.706 0.542 -1.042
H 0.014 -2.071 -0.259
H -2.626 -1.239 -0.293
H -0.395 2.017 0.570

Frontier orbital gap in eV: 9.50
Electronic energy in eV: -8226.07875
SMILES: C#Cc1ccn[nH]1
Strongest force on any atom in eV/A: 1.2
Total charge: 0
Relative energy (zero: lowest compared OMol25 entry of this formula, charge and spin) in kJ/mol: 329.5


(4)
This record from OMol25 describes a structure of composition C21H36P2STi at a distorted geometry. The level of theory is wB97M-V/def2-TZVPD.

Atoms and positions in Å:
P -0.242 -1.601 -5.440
P 0.298 1.841 -5.277
C -0.420 -0.443 -6.886
C 0.439 0.826 -6.828
H -1.492 -0.186 -6.944
H -0.174 -1.051 -7.773
H 1.506 0.588 -6.953
H 0.160 1.536 -7.623
C -1.365 2.538 -5.662
H -1.653 3.246 -4.871
H -2.146 1.758 -5.730
H -1.295 3.052 -6.634
C 1.388 3.196 -5.742
H 0.996 3.640 -6.672
H 2.406 2.809 -5.908
H 1.404 3.943 -4.938
C -1.270 -2.981 -6.023
H -1.247 -3.795 -5.277
H -0.900 -3.353 -6.997
H -2.313 -2.631 -6.133
C 1.471 -2.164 -5.837
H 2.190 -1.325 -5.816
H 1.488 -2.618 -6.842
H 1.785 -2.906 -5.089
Ti 0.424 -0.164 -0.856
C 0.624 2.023 -2.661
C -0.753 1.808 -2.559
C -1.589 0.767 -3.263
C -1.894 -0.637 -2.657
C -0.769 -1.589 -2.384
C 0.587 -1.581 -2.787
C 1.272 -0.402 -3.440
C 1.704 0.878 -2.618
C 0.966 -1.538 0.363
H 0.970 3.021 -2.338
H -1.359 2.624 -2.142
H -1.155 0.557 -4.273
H -2.559 1.261 -3.535
H -2.539 -0.487 -1.758
H -2.566 -1.144 -3.402
H -1.129 -2.568 -2.033
H 1.144 -2.525 -2.735
H 0.531 -0.012 -4.183
H 2.132 -0.772 -4.034
H 2.099 0.534 -1.546
H 2.681 1.228 -3.080
H 1.832 -1.110 0.894
H 1.198 -2.431 -0.218
H 0.124 -1.665 1.054
S -0.780 0.856 0.796
C -0.631 0.581 2.548
C 0.590 0.682 3.240
C 0.660 0.271 4.575
C -0.495 -0.130 5.257
C -1.746 -0.053 4.609
C -1.818 0.339 3.274
H 1.475 1.049 2.735
H 1.631 0.238 5.088
H -0.435 -0.505 6.283
H -2.652 -0.328 5.154
H -2.774 0.440 2.777

Frontier orbital gap (alpha / beta) in eV: 5.03 / 5.03
Electronic energy in eV: -74867.83417
Strongest force on any atom in eV/A: 2.4
Total charge: +2


(5)
This record from OMol25 describes a structure of composition C37H48FN9O2ScSi. The level of theory is wB97M-V/def2-TZVPD.

Atoms and positions in Å:
Sc -1.372 0.401 -0.551
C 0.400 3.338 4.343
C 1.096 3.492 3.152
C 0.482 3.200 1.943
C -0.828 2.751 1.940
C -1.543 2.623 3.121
C -0.922 2.916 4.325
N -1.481 2.409 0.698
N -2.391 3.215 0.407
C -3.200 2.877 -0.705
C -4.004 3.920 -1.167
C -4.920 3.648 -2.164
C -5.031 2.346 -2.643
C -4.188 1.341 -2.180
C -3.211 1.571 -1.206
H 0.882 3.563 5.283
H 2.115 3.854 3.156
H 1.007 3.361 1.012
H -2.577 2.301 3.091
H -1.473 2.819 5.249
H -3.914 4.902 -0.726
H -5.563 4.428 -2.546
H -5.776 2.116 -3.394
H -4.287 0.355 -2.627
N -3.124 -0.788 0.492
C -3.674 -1.868 -0.363
C -3.171 -3.234 0.078
C -1.650 -3.359 0.170
C -0.929 -2.999 -1.127
N -0.458 -1.595 -1.126
H -2.948 -1.148 1.428
H -3.822 -0.051 0.583
H -3.384 -1.663 -1.400
H -4.766 -1.856 -0.336
H -3.552 -3.972 -0.632
H -3.619 -3.482 1.045
H -1.405 -4.384 0.449
H -1.251 -2.741 0.977
H -1.596 -3.170 -1.979
H -0.066 -3.658 -1.264
H 0.032 -1.426 -2.003
H 0.346 -1.597 -0.395
C 2.771 -4.535 0.448
Si 2.827 -2.685 0.095
C 2.706 -2.442 -1.769
C 4.512 -2.027 0.615
N 1.500 -1.825 0.762
C 1.178 -1.704 2.059
C 1.819 -2.308 3.176
C 1.424 -2.086 4.479
C 0.353 -1.251 4.789
C -0.326 -0.643 3.744
C 0.108 -0.894 2.467
F -0.644 -0.251 1.412
H 3.379 -5.085 -0.273
H 1.752 -4.920 0.387
H 3.151 -4.776 1.441
H 3.650 -2.717 -2.240
H 2.513 -1.396 -2.017
H 1.929 -3.056 -2.230
H 5.296 -2.709 0.279
H 4.623 -1.906 1.691
H 4.710 -1.056 0.153
H 2.654 -2.966 2.983
H 1.966 -2.576 5.277
H 0.052 -1.079 5.812
H -1.160 0.024 3.908
N -2.275 0.928 -7.046
C -1.994 0.788 -5.735
C -1.714 1.899 -4.921
C -1.453 1.706 -3.590
N -1.412 0.502 -2.989
C -1.680 -0.550 -3.772
C -1.977 -0.467 -5.112
H -2.255 1.830 -7.486
H -2.444 0.127 -7.627
H -1.720 2.901 -5.328
H -1.272 2.566 -2.956
H -1.668 -1.521 -3.298
H -2.188 -1.367 -5.672
O 4.404 -0.410 4.121
C 4.331 0.902 3.621
N 3.562 0.818 2.400
C 3.815 1.665 1.385
O 4.615 2.582 1.455
C 3.008 1.481 0.131
C 3.558 1.858 -1.083
C 2.777 1.755 -2.221
C 1.466 1.337 -2.096
N 0.901 1.008 -0.923
C 1.690 1.051 0.161
H 4.929 -0.406 4.929
H 5.317 1.313 3.378
H 3.831 1.569 4.335
H 3.018 -0.023 2.259
H 4.573 2.227 -1.113
H 3.166 2.006 -3.197
H 0.841 1.252 -2.972
H 1.243 0.789 1.105

Frontier orbital gap in eV: 5.93
Electronic energy in eV: -87948.73210
Strongest force on any atom in eV/A: 0.9
Total charge: +1
Relative energy (zero: lowest compared OMol25 entry of this formula, charge and spin) in kJ/mol: 74.4


(6)
This record from OMol25 describes an isolated molecule of C4H5N3O at a distorted geometry. The level of theory is wB97M-V/def2-TZVPD.

Atoms and positions in Å:
H -2.131 0.472 0.592
N -2.174 -0.561 0.181
C -0.787 -0.694 0.009
N -0.442 -1.969 -0.321
C 0.293 0.267 0.593
C 1.656 -0.086 0.428
N 2.673 -0.446 -0.137
C 0.149 1.423 -0.361
O -0.825 2.125 -0.268
H -1.387 -2.503 -0.454
H 0.609 -2.022 -0.913
H -0.067 0.612 1.657
H 1.315 1.807 -0.821

Frontier orbital gap in eV: 8.88
Electronic energy in eV: -10742.57160
SMILES: [H]/N=C(/N)[C@@H](C#N)C=O
Strongest force on any atom in eV/A: 8.3
Total charge: 0
Relative energy (zero: lowest compared OMol25 entry of this formula, charge and spin) in kJ/mol: 486.6


(7)
This record from OMol25 describes a cluster of 2 separate species, C6H10ClNO in total at a distorted geometry. The level of theory is wB97M-V/def2-TZVPD.

Atoms and positions in Å:
C -0.661 3.573 -0.202
C -0.419 2.615 -1.037
C -0.414 1.125 -0.817
C -0.944 0.463 0.219
O -1.735 0.971 1.167
H -0.858 4.522 -0.604
H -0.747 3.552 0.853
H -0.194 2.796 -2.110
H 0.064 0.557 -1.617
H -0.820 -0.621 0.196
H -1.799 1.934 1.041
C 1.274 -2.516 -0.378
N 0.102 -2.722 0.483
C 0.138 -2.151 1.616
Cl -1.132 -2.150 2.811
H 0.926 -1.670 -0.926
H 2.110 -2.054 0.206
H 1.324 -3.548 -0.803
H 0.984 -1.741 2.096

Frontier orbital gap in eV: 9.50
Electronic energy in eV: -22441.16910
SMILES: C=C/C=C\O.C/N=C/Cl
Strongest force on any atom in eV/A: 4.3
Total charge: 0
Relative energy (zero: lowest compared OMol25 entry of this formula, charge and spin) in kJ/mol: 283.9